This record from the OMol25 dataset describes a cluster of 3 separate species, C42H73FI2N4O9P in total. The level of theory is ωB97M-V/def2-TZVPD.

Atoms and positions in Å:
C -2.486 0.056 8.363
C -3.703 -0.804 7.820
C -3.885 -0.775 6.258
O -2.973 -1.717 5.551
C -2.936 -1.241 4.255
C -3.961 -1.800 3.339
C -4.015 -1.316 1.934
C -5.100 -1.852 0.947
O -5.909 -1.056 0.554
O -5.223 -3.185 0.542
C -4.070 -3.676 -0.117
I -3.054 -2.636 -1.726
C -3.575 -4.909 0.260
C -4.216 -5.799 1.373
I -1.821 -5.723 -0.738
C -3.016 -0.280 1.537
C -2.956 0.384 0.099
C -3.192 1.961 0.347
O -4.093 2.539 -0.586
C -3.419 2.942 -1.793
C -2.974 4.460 -1.818
O -2.750 5.032 -0.509
C -1.537 5.760 -0.604
C -1.438 7.135 -1.098
C -0.146 7.866 -1.228
C 1.097 7.170 -0.823
C 2.501 7.872 -0.981
C 2.558 8.970 0.193
C 2.530 8.691 -2.338
C 3.744 6.924 -0.743
C 4.200 6.036 -1.979
C 5.196 6.742 -2.981
C 5.016 4.792 -1.356
C 3.024 5.396 -2.827
C 0.975 5.777 -0.297
C -0.305 5.064 -0.170
C -2.018 0.178 2.517
F -1.066 1.098 2.167
N -1.989 -0.298 3.842
P -0.716 0.390 4.904
N -0.333 -0.510 6.125
H -1.692 -0.594 8.834
H -2.047 0.741 7.581
H -2.859 0.736 9.186
H -4.637 -0.349 8.270
H -3.688 -1.878 8.153
H -4.947 -0.908 5.908
H -3.571 0.259 5.900
H -4.696 -2.578 3.674
H -4.961 -6.501 0.890
H -4.780 -5.216 2.148
H -3.419 -6.460 1.826
H -3.786 -0.017 -0.549
H -1.934 0.175 -0.313
H -2.190 2.480 0.265
H -3.560 2.160 1.394
H -2.539 2.241 -1.931
H -4.160 2.791 -2.636
H -3.726 5.033 -2.438
H -1.997 4.508 -2.391
H -2.362 7.684 -1.426
H -0.074 8.910 -1.622
H 2.684 8.510 1.208
H 3.485 9.598 -0.001
H 1.689 9.680 0.132
H 3.564 8.901 -2.715
H 1.858 8.249 -3.133
H 2.073 9.706 -2.114
H 4.619 7.611 -0.510
H 3.627 6.291 0.189
H 4.682 7.394 -3.734
H 6.057 7.261 -2.456
H 5.689 5.910 -3.579
H 4.892 3.943 -2.084
H 4.516 4.453 -0.397
H 6.084 5.073 -1.160
H 2.676 4.449 -2.336
H 3.476 5.086 -3.821
H 2.182 6.091 -3.073
H 1.895 5.215 0.012
H -0.332 4.014 0.234
H 0.449 0.501 4.069
H -1.175 1.699 5.245
H 0.648 -0.803 6.097
C 0.651 -2.826 3.145
O 1.948 -2.953 2.595
C 2.993 -2.850 3.566
C 3.678 -4.195 3.775
N 2.798 -5.134 4.466
C 3.282 -6.516 4.475
C 3.423 -7.229 3.124
O 2.187 -7.482 2.472
C 1.694 -6.395 1.709
H -0.058 -2.747 2.318
H 0.386 -3.706 3.737
H 0.570 -1.924 3.762
H 2.631 -2.434 4.513
H 3.727 -2.147 3.165
H 4.586 -4.049 4.367
H 3.969 -4.574 2.788
H 1.887 -5.120 4.025
H 2.572 -7.088 5.079
H 4.242 -6.553 5.000
H 3.856 -8.213 3.326
H 4.125 -6.727 2.450
H 2.496 -5.795 1.272
H 1.039 -5.770 2.322
H 1.085 -6.799 0.897
C -0.306 -6.698 -5.322
O -1.253 -5.664 -5.542
C -1.160 -4.597 -4.604
C -0.627 -3.334 -5.271
N 0.784 -3.472 -5.618
C 1.290 -2.408 -6.487
C 0.678 -2.285 -7.888
O 0.981 -3.368 -8.753
C 0.129 -4.495 -8.618
H -0.565 -7.534 -5.971
H 0.704 -6.367 -5.578
H -0.334 -7.043 -4.284
H -0.561 -4.870 -3.728
H -2.175 -4.399 -4.250
H -0.748 -2.486 -4.587
H -1.240 -3.149 -6.161
H 0.926 -4.358 -6.085
H 2.362 -2.590 -6.609
H 1.192 -1.449 -5.968
H 1.127 -1.403 -8.356
H -0.400 -2.093 -7.864
H -0.890 -4.215 -8.342
H 0.542 -5.197 -7.891
H 0.096 -5.009 -9.580

Computed properties:
Electronic energy   -3576.27429 Ha
Gap between HOMO and LUMO   5.22 eV
Molar mass   1081.845 g mol⁻¹
Highest occupied orbital energy   -10.134 eV
Net charge   +1